# C7H9NO2S3

C7H9NO2S3 in the gas phase in a non-equilibrium geometry (the ωB97M-V functional and the def2-TZVPD basis, the Open Molecules 2025 dataset).

Geometry as XYZ:
```
22
Properties=species:S:1:pos:R:3:lowdin_charge:R:1
S 3.73798 1.47119 0.66353 0.88
S 2.16818 3.49760 -0.66504 0.99
S 0.46124 0.35425 0.60332 0.99
O 4.37194 2.71414 1.06109 -0.60
O -0.73189 -1.11606 -1.37808 0.03
N -1.53537 -1.50388 0.63554 -0.20
C -0.78204 -0.84926 -0.21663 -0.69
C 0.81955 3.00290 -1.72409 -0.36
C -1.55368 -1.31747 2.09299 -0.06
C 1.43039 0.90311 -0.86709 -0.62
C 2.42960 1.86146 -0.27590 -0.92
C -2.12608 -2.77555 0.20647 -0.01
C 0.59938 1.69909 -1.79351 -0.20
H -2.59386 -0.94019 2.37972 0.12
H -0.14248 1.07737 -2.27368 0.11
H -2.25531 -2.66665 -0.84278 0.08
H -3.02399 -2.98951 0.73695 0.09
H 0.29976 3.84815 -2.30297 0.11
H 1.85639 0.01477 -1.31118 0.12
H -1.21190 -2.14490 2.65790 0.07
H -0.70613 -0.57161 2.18913 0.01
H -1.51168 -3.56896 0.42432 0.07
```

The value obtained for the calculated total energy is -45493.574 eV. The molar mass is 235.36 u.